# 1
Density functional theory data (the ωB97M-V functional and the def2-TZVPD basis) for an isolated ion of composition C4H13N2S and charge +1 in a non-equilibrium geometry.

```
20
C4H13N2S, DFT the ωB97M-V functional and the def2-TZVPD basis
C 0.532 -1.467 1.808
N -0.294 -1.126 0.539
C -0.249 0.376 -0.099
C -1.349 0.542 -1.102
N -0.301 1.389 0.869
C 1.286 0.533 -0.656
S 1.674 -0.794 -1.933
H 0.551 -2.615 1.749
H 1.573 -1.238 1.671
H 0.200 -0.917 2.640
H -1.189 -0.979 0.990
H -0.221 -1.807 -0.210
H -1.387 1.582 -1.361
H -1.005 -0.065 -2.047
H -2.409 0.356 -0.652
H -1.204 1.811 0.874
H 0.510 1.684 1.324
H 1.310 1.587 -1.073
H 1.827 0.358 0.244
H 1.525 0.166 -2.963
```

Values from the calculation:
- 2S+1 = 1
- gap between HOMO and LUMO (eV) = 10.1
- ΔE to the lowest compared entry with this formula, charge and spin (kJ/mol) = 190.7
- total charge = +1
- structure (SMILES) = C[NH2+][C@@](C)(N)CS

In the Löwdin picture, each atom carries the following charge in e: C 0.03; N 0.06; C -0.60; C -0.04; N 0.11; C -0.43; S 0.70; H 0.14; H 0.08; H 0.08; H 0.14; H 0.13; H 0.08; H 0.11; H 0.13; H 0.10; H 0.09; H 0.12; H 0.04; H -0.07

# 2
Density functional theory data (the ωB97M-V functional and the def2-TZVPD basis) for C57H52IN8O2SeSr as an isolated structure in a non-equilibrium geometry.

```
122
C57H52IN8O2SeSr, DFT the ωB97M-V functional and the def2-TZVPD basis
Sr -0.463 0.872 0.693
C 2.903 -6.586 -0.165
C 1.686 -6.000 -0.546
C 1.520 -4.634 -0.398
C 2.540 -3.853 0.187
C 3.777 -4.485 0.515
C 3.970 -5.868 0.327
C 2.365 -2.373 0.457
C 1.931 -2.005 1.813
C 2.266 -2.669 3.044
C 1.453 -2.117 4.042
C 0.512 -1.279 3.314
N 0.874 -1.215 2.001
C -0.729 -0.882 3.846
C -1.867 -0.616 3.059
C -3.185 -0.275 3.584
C -3.994 -0.223 2.510
C -3.216 -0.449 1.343
C -3.686 -0.418 -0.046
C -5.191 -0.310 -0.194
C -5.776 0.710 -0.924
C -7.160 0.817 -0.945
C -7.952 -0.083 -0.235
C -7.348 -1.092 0.482
C -5.985 -1.193 0.505
C -2.936 -0.552 -1.193
N -1.581 -0.519 -1.365
C -1.333 -0.928 -2.679
C -0.111 -1.230 -3.255
C 0.138 -2.156 -4.378
C -0.729 -3.214 -4.713
C -0.416 -4.071 -5.756
C 0.726 -3.872 -6.491
C 1.603 -2.895 -6.126
C 1.297 -1.988 -5.131
C 1.002 -1.064 -2.356
C 1.326 0.311 -1.877
C 2.279 -0.063 -0.665
C 2.214 -1.553 -0.630
N 1.715 -2.001 -1.831
C -2.642 -1.138 -3.389
C -3.596 -0.845 -2.476
N -1.973 -0.750 1.701
C -0.831 -0.876 5.311
C -1.769 -1.756 5.836
C -1.967 -1.882 7.203
C -1.150 -1.150 8.045
C -0.153 -0.320 7.542
C 0.015 -0.173 6.160
H 2.955 -7.676 -0.240
H 0.957 -6.657 -0.991
H 0.605 -4.130 -0.687
H 4.561 -3.885 0.965
H 4.927 -6.356 0.613
H 3.030 -3.421 3.242
H 1.396 -2.443 5.070
H -3.421 -0.037 4.604
H -4.998 0.092 2.558
H -5.171 1.426 -1.457
H -7.646 1.621 -1.478
H -9.015 0.036 -0.231
H -7.927 -1.803 1.052
H -5.466 -1.987 1.081
H -1.591 -3.437 -4.096
H -1.082 -4.844 -6.047
H 1.030 -4.586 -7.257
H 2.530 -2.787 -6.686
H 1.958 -1.133 -4.884
H 0.692 1.168 -2.017
H 2.410 0.524 0.228
H -2.749 -1.410 -4.431
H -4.666 -0.929 -2.588
H -2.356 -2.336 5.149
H -2.711 -2.577 7.630
H -1.202 -1.257 9.129
H 0.490 0.193 8.240
H 0.787 0.482 5.782
O -1.016 1.976 -3.832
H -1.691 2.267 -3.171
H -0.967 1.013 -3.743
O 3.763 0.907 -2.478
C 2.827 0.479 -1.898
C 2.486 3.064 1.282
C 3.556 3.771 2.161
N 3.315 3.493 3.607
C 1.885 3.696 3.958
C 1.012 2.697 3.189
N 1.784 2.054 2.115
C 2.854 1.226 2.745
C 3.524 2.063 3.884
H 3.016 2.582 0.482
H 1.739 3.748 0.866
H 3.595 4.856 2.052
H 4.556 3.393 1.955
H 1.617 4.721 3.736
H 1.808 3.562 5.040
H 0.094 3.183 2.796
H 0.720 1.864 3.837
H 3.555 0.984 1.925
H 2.420 0.287 3.123
H 4.573 1.786 4.024
H 3.033 1.825 4.830
C 3.406 2.568 -5.143
N 2.145 3.221 -4.932
C 1.171 3.397 -5.885
C 0.249 4.203 -5.337
N 0.679 4.520 -4.081
C -0.120 5.291 -3.138
C 1.860 3.909 -3.810
Se 2.881 4.214 -2.293
H 3.491 2.156 -6.158
H 3.556 1.798 -4.397
H 4.175 3.317 -5.027
H 1.198 2.911 -6.829
H -0.706 4.474 -5.741
H -1.091 5.474 -3.564
H 0.399 6.221 -2.918
H -0.222 4.765 -2.176
I -2.841 3.375 -0.851
C -1.080 3.485 0.554
H -1.526 4.174 1.267
H -0.379 4.091 -0.033
```

Values from the calculation:
- 2S+1 = 1
- gap between HOMO and LUMO (eV) = 5.4
- ΔE to the lowest compared entry with this formula, charge and spin (kJ/mol) = 316.2
- total charge = -1

Results of the Löwdin charge analysis, in e, for atoms 1 through 99: Sr 1.31; C -0.13; C -0.08; C -0.02; C -0.16; C -0.04; C -0.10; C -0.06; C -0.26; C -0.02; C -0.01; C -0.30; N 0.06; C -0.08; C -0.27; C -0.01; C -0.04; C -0.27; C -0.08; C -0.21; C -0.06; C -0.08; C -0.10; C -0.10; C -0.06; C -0.30; N 0.05; C -0.25; C -0.11; C -0.17; C -0.03; C -0.09; C -0.12; C -0.10; C -0.03; C -0.23; C -0.05; C -0.08; C -0.18; N 0.22; C 0.00; C 0.00; N -0.05; C -0.20; C -0.04; C -0.08; C -0.11; C -0.08; C -0.02; H 0.09; H 0.09; H 0.11; H 0.10; H 0.10; H 0.09; H 0.10; H 0.11; H 0.10; H 0.06; H 0.10; H 0.09; H 0.10; H 0.14; H 0.11; H 0.09; H 0.10; H 0.10; H 0.13; H 0.12; H 0.10; H 0.11; H 0.11; H 0.12; H 0.11; H 0.10; H 0.10; H 0.10; O -0.09; H -0.05; H 0.00; O 0.11; C -0.31; C -0.17; C -0.13; N -0.15; C -0.16; C -0.17; N -0.20; C -0.14; C -0.16; H 0.07; H 0.09; H 0.11; H 0.11; H 0.11; H 0.11; H 0.09; H 0.10; H 0.12

# 3
Density functional theory data (the ωB97M-V functional and the def2-TZVPD basis) for a 6-piece molecular cluster, C17H42IN4O7S5 overall in a non-equilibrium geometry.

```
76
C17H42IN4O7S5, DFT the ωB97M-V functional and the def2-TZVPD basis
C 1.690 4.188 1.940
C 0.334 4.397 1.097
O -0.134 5.543 0.962
O -0.259 3.212 0.601
C -0.983 3.442 -0.637
C -0.810 2.131 -1.537
C -0.382 2.445 -3.068
N -0.685 1.178 -3.836
C 0.265 0.233 -3.874
N -0.122 -0.968 -4.591
C 1.082 -1.760 -4.405
I 1.297 -3.795 -5.155
N 2.068 -1.009 -3.674
N 1.587 0.217 -3.324
H 2.018 5.196 2.343
H 1.484 3.493 2.824
H 2.523 3.744 1.286
H -2.096 3.489 -0.349
H -0.689 4.390 -1.187
H -1.833 1.611 -1.619
H -0.052 1.381 -1.147
H 0.740 2.688 -3.145
H -0.943 3.319 -3.522
H -1.617 1.093 -4.250
H 3.018 -1.355 -3.437
H 2.041 0.978 -2.808
C 1.714 8.733 3.169
S 2.449 8.046 4.669
O 2.637 6.581 4.443
C 0.984 8.250 5.704
H 2.449 8.671 2.366
H 0.827 8.161 2.893
H 1.451 9.778 3.339
H 0.143 7.709 5.269
H 0.745 9.311 5.791
H 1.202 7.847 6.693
C 0.433 -5.157 -0.760
S 2.224 -5.358 -0.819
O 2.725 -4.579 -1.996
C 2.201 -7.099 -1.295
H 0.209 -4.119 -0.515
H -0.002 -5.402 -1.732
H 0.019 -5.806 0.012
H 1.655 -7.222 -2.232
H 1.729 -7.685 -0.505
H 3.230 -7.434 -1.428
C -2.905 -2.911 0.842
S -1.758 -2.930 2.237
O -0.716 -3.964 1.946
C -2.915 -3.643 3.421
H -2.378 -2.532 -0.034
H -3.263 -3.923 0.641
H -3.745 -2.254 1.071
H -3.272 -4.608 3.058
H -3.753 -2.964 3.566
H -2.397 -3.782 4.370
C -7.444 -2.312 3.906
S -6.294 -2.328 5.298
O -5.248 -3.356 5.002
C -7.445 -3.052 6.483
H -6.921 -1.927 3.030
H -7.796 -3.324 3.703
H -8.287 -1.659 4.139
H -7.797 -4.018 6.118
H -8.288 -2.375 6.632
H -6.923 -3.191 7.430
C 6.481 -2.466 -6.220
S 5.924 -1.159 -5.108
O 4.464 -1.382 -4.852
C 6.062 0.181 -6.308
H 6.439 -3.415 -5.685
H 5.831 -2.513 -7.095
H 7.510 -2.269 -6.525
H 5.438 -0.032 -7.178
H 7.104 0.292 -6.611
H 5.723 1.104 -5.836
```

Values from the calculation:
- 2S+1 = 1
- gap between HOMO and LUMO (eV) = 7.5
- total charge = +1

In the Löwdin picture, each atom carries the following charge in e: C 0.01; C -0.41; O 0.05; O -0.06; C -0.17; C -0.13; C -0.15; N 0.05; C -0.29; N 0.09; C -0.62; I 0.90; N 0.01; N 0.12; H 0.07; H 0.10; H 0.09; H 0.14; H 0.13; H 0.12; H 0.12; H 0.13; H 0.13; H 0.17; H 0.14; H 0.18; C -0.27; S 0.81; O -0.57; C -0.27; H 0.05; H 0.05; H 0.05; H 0.06; H 0.05; H 0.05; C -0.28; S 0.82; O -0.63; C -0.27; H 0.03; H 0.05; H 0.05; H 0.05; H 0.06; H 0.05; C -0.28; S 0.82; O -0.57; C -0.28; H 0.04; H 0.06; H 0.05; H 0.07; H 0.02; H 0.06; C -0.27; S 0.83; O -0.57; C -0.26; H 0.04; H 0.06; H 0.05; H 0.06; H 0.06; H 0.05; C -0.25; S 0.85; O -0.60; C -0.26; H 0.06; H 0.06; H 0.06; H 0.06; H 0.06; H 0.05

# 4
Density functional theory data (the ωB97M-V functional and the def2-TZVPD basis) for a 2-piece molecular cluster, C5H14O overall in a non-equilibrium geometry.

```
20
C5H14O, DFT the ωB97M-V functional and the def2-TZVPD basis
C 1.648 -0.939 0.531
C 1.493 -0.015 -0.643
C 2.123 1.316 -0.586
H 2.597 -1.481 0.413
H 0.898 -1.733 0.522
H 1.585 -0.472 1.513
H 0.320 0.065 -0.668
H 1.670 -0.542 -1.590
H 2.190 1.852 -1.526
H 1.579 2.003 0.073
H 3.133 1.282 -0.153
C -2.289 -0.255 -0.340
O -1.567 0.835 -0.869
C -2.075 -0.527 1.166
H -3.354 -0.220 -0.597
H -1.954 -1.104 -0.919
H -2.034 1.684 -0.869
H -1.339 0.191 1.531
H -2.976 -0.417 1.755
H -1.647 -1.522 1.257
```

Values from the calculation:
- 2S+1 = 2
- gap between HOMO and LUMO (alpha / beta) (eV) = 13.1 / 5.0
- ΔE to the lowest compared entry with this formula, charge and spin (kJ/mol) = 65.6
- total charge = +1
- expectation value of S² = 0.754

In the Löwdin picture, each atom carries the following charge in e: C -0.05; C -0.22; C -0.05; H 0.13; H 0.09; H 0.10; H 0.19; H 0.15; H 0.09; H 0.11; H 0.12; C -0.26; O 0.01; C -0.04; H 0.14; H 0.11; H 0.14; H 0.08; H 0.08; H 0.07

Which of these has the highest 2S+1? C5H14O